1.
11
Properties=species:S:1:pos:R:3:forces:R:3 method="wB97M-V/def2-TZVPD" homo_lumo_gap_ha=0.3150 charge=-1 de_lowest_kj_mol=34.0
N 0.479 -0.194 -0.010 0.480 0.505 -0.887
C 1.810 -0.291 0.093 0.567 -1.059 0.436
N 2.461 -0.789 1.091 -0.254 -0.137 -0.097
H -0.255 -0.743 0.415 0.105 0.320 0.687
H 0.125 0.418 -0.728 -0.494 -0.186 -0.112
H 2.388 -0.018 -0.800 -0.372 0.579 -0.057
H 3.441 -0.839 0.830 0.000 0.077 0.099
O -1.970 0.878 -1.263 -0.120 0.151 0.079
C -2.608 0.616 -0.214 0.597 -0.348 -0.309
O -2.228 -0.074 0.758 -0.395 0.037 0.010
H -3.642 1.036 -0.171 -0.115 0.060 0.152

2.
82
Properties=species:S:1:pos:R:3:forces:R:3 method="wB97M-V/def2-TZVPD" homo_lumo_gap_ha=0.0729 charge=+1 de_lowest_kj_mol=1809.3
Zr 1.441 3.563 1.137 -1.913 -4.590 -1.688
C 4.503 -1.690 2.776 0.287 0.736 1.985
F 3.515 -1.389 1.932 0.916 0.497 -0.330
F 4.756 -2.957 2.715 -0.255 -0.846 0.126
F 5.686 -1.059 2.570 -1.352 0.339 -0.492
S 3.802 -1.212 4.570 -1.296 -1.708 -0.380
O 2.367 -1.355 4.441 0.884 0.768 -0.408
O 4.417 -2.097 5.543 -0.080 1.553 -1.517
N 4.149 0.505 4.666 -1.006 -2.635 -1.550
S 4.791 0.593 6.078 2.052 2.146 4.095
O 3.871 0.345 7.185 0.537 0.523 -1.427
O 6.080 -0.047 6.174 -0.288 0.515 -0.293
C 5.184 2.520 6.136 -0.377 -2.491 -0.348
F 5.957 2.892 5.149 1.190 -0.055 -0.997
F 4.074 3.176 5.995 -2.513 1.060 -0.282
F 5.700 2.853 7.269 0.934 -0.047 1.368
C 1.568 5.373 -4.002 0.962 -0.356 0.898
C 1.590 4.953 -2.545 -1.994 -1.520 -0.121
O 2.527 4.413 -1.927 1.677 0.055 0.866
O 0.500 4.863 -1.892 -0.347 0.624 0.811
H 0.772 6.092 -4.196 0.309 0.012 0.004
H 1.441 4.475 -4.607 -0.389 -0.169 0.188
H 2.583 5.673 -4.260 -0.168 0.626 -0.097
B 0.205 0.945 0.468 0.985 1.154 1.045
H -0.490 1.736 0.703 -3.289 4.167 1.323
H -0.345 0.078 0.136 -1.910 -2.838 -1.339
H 0.880 1.349 -0.270 3.415 2.232 -3.808
H 0.841 0.722 1.310 2.679 -0.804 3.801
C 1.399 -7.048 -1.025 0.517 0.823 -0.235
C 1.587 -5.641 -0.385 -0.711 -1.706 -0.296
C 0.539 -4.608 -0.704 0.045 0.391 -0.709
O -0.351 -4.686 0.391 -2.097 1.395 -1.957
C 0.142 -5.360 1.365 -0.486 -1.472 4.192
O -0.443 -5.539 2.440 2.075 0.290 -2.861
O 1.375 -5.795 1.016 0.858 -0.304 1.311
H 2.341 -7.554 -0.815 -0.219 -0.378 -0.101
H 1.307 -6.925 -2.104 0.117 -0.068 -0.121
H 0.563 -7.663 -0.691 -0.049 0.385 0.319
H 2.606 -5.369 -0.659 -0.055 0.481 0.616
H 0.032 -4.862 -1.635 -0.199 0.271 0.105
H 0.899 -3.579 -0.715 0.235 -0.056 -0.292
C -5.620 -0.134 -0.862 -1.416 1.015 0.407
C -7.117 0.326 -0.982 1.869 -1.761 1.203
C -7.509 0.834 -2.304 0.193 0.242 -1.131
O -8.597 -0.010 -2.715 -0.504 0.133 -0.119
C -8.750 -1.016 -1.814 -2.810 -2.414 0.455
O -9.550 -1.958 -1.802 2.189 3.019 -1.089
O -7.936 -0.827 -0.795 0.740 0.131 0.957
H -5.609 -0.955 -0.146 0.299 0.121 -0.020
H -5.126 0.751 -0.462 0.601 -0.272 0.032
H -5.173 -0.426 -1.813 -0.187 -0.058 0.046
H -7.351 1.053 -0.205 -0.017 -0.242 0.207
H -6.725 0.719 -3.053 0.002 0.103 -0.018
H -7.694 1.895 -2.136 -0.961 -0.015 -0.927
C -0.161 0.609 -7.172 0.228 1.031 -1.746
C 0.108 0.693 -5.720 -0.506 -1.146 0.961
C -0.421 -0.520 -4.881 0.423 1.636 -0.218
O 0.752 -1.225 -4.542 0.656 -0.985 -0.136
C 1.864 -0.504 -4.750 1.978 -0.360 -0.010
O 2.986 -0.856 -4.371 -3.528 1.712 -1.389
O 1.510 0.634 -5.488 1.459 -0.716 1.218
H 0.268 -0.215 -7.742 -0.047 -0.316 0.480
H 0.307 1.504 -7.582 0.261 0.040 -0.275
H -1.195 0.763 -7.481 -0.250 -0.380 0.482
H -0.296 1.646 -5.380 0.193 -0.016 0.394
H -1.106 -1.047 -5.545 0.034 -0.579 0.689
H -0.779 -0.224 -3.895 -0.944 0.100 -0.403
O -4.221 2.211 2.939 0.303 0.354 -0.147
H -5.175 2.135 2.940 -0.264 0.046 0.025
H -3.912 1.359 3.245 0.163 -0.360 0.107
O -1.264 4.665 2.337 1.322 -0.074 -0.526
H -1.347 5.465 2.856 0.016 0.377 0.145
H -2.037 4.149 2.568 -0.439 -0.657 -0.034
O 1.254 2.450 4.075 -0.035 0.741 -1.461
H 0.815 2.787 4.856 -0.298 0.236 0.231
H 1.972 1.916 4.414 0.650 -0.600 0.123
O 3.965 1.903 1.407 -1.161 1.085 -0.144
H 4.135 1.401 2.205 -0.057 -0.238 0.751
H 4.629 1.599 0.787 0.164 0.011 -0.532
O -1.779 -1.338 3.227 -0.287 0.385 0.016
H -1.503 -1.437 2.315 0.047 -0.163 -0.229
H -0.977 -1.461 3.735 0.242 -0.164 0.218

3.
82
Properties=species:S:1:pos:R:3:forces:R:3 method="wB97M-V/def2-TZVPD" spin_multiplicity=3 homo_lumo_gap_ha="0.2922 / 0.2187" charge=0
Pd 0.168 0.597 -0.408 -0.042 -0.278 1.079
C 2.269 1.708 -2.147 0.297 -0.032 -0.149
C 3.408 0.766 -1.891 0.041 0.164 0.006
C 4.475 0.687 -2.776 -0.062 0.014 -0.024
C 5.513 -0.202 -2.545 -0.021 -0.018 0.008
C 5.444 -1.043 -1.448 0.016 -0.054 0.038
C 4.381 -0.992 -0.546 0.069 -0.119 0.107
C 4.318 -1.981 0.586 0.013 0.048 -0.047
C 3.376 -0.034 -0.740 -0.052 0.082 0.220
N 2.281 0.098 0.156 -0.067 0.106 -0.564
C 2.515 0.258 1.478 0.115 0.087 -0.099
O 3.576 0.445 2.063 0.021 -0.017 -0.116
C 1.257 0.162 2.311 -0.068 -0.029 -0.195
C 1.250 0.135 3.689 -0.016 -0.018 0.274
C 0.027 -0.018 4.334 -0.048 -0.021 0.002
C -1.144 -0.160 3.595 0.062 -0.011 0.275
C -1.052 -0.113 2.220 0.060 -0.158 -0.170
N 0.124 0.047 1.637 -0.136 0.322 -0.068
C -2.215 -0.368 1.291 -0.123 -0.031 -0.280
O -3.236 -0.863 1.766 0.071 -0.012 -0.023
N -1.947 -0.071 0.006 0.084 -0.030 -0.615
C -2.906 -0.319 -1.015 -0.053 -0.025 0.172
C -2.530 -1.090 -2.137 0.029 0.074 0.008
C -1.189 -1.773 -2.217 -0.444 -0.212 0.048
C -3.428 -1.274 -3.184 0.062 0.050 -0.025
C -4.694 -0.712 -3.152 0.005 -0.015 -0.014
C -5.073 0.020 -2.042 -0.023 0.041 0.078
C -4.209 0.214 -0.963 -0.055 0.003 0.072
C -4.733 0.938 0.250 -0.067 0.132 -0.227
H 2.371 2.234 -3.097 0.021 -0.071 0.015
H 2.159 2.439 -1.352 -0.073 0.099 0.069
H 1.348 1.110 -2.203 -0.272 0.129 -0.250
H 4.493 1.332 -3.652 -0.029 -0.067 0.113
H 6.355 -0.254 -3.226 -0.057 -0.010 0.042
H 6.232 -1.771 -1.279 -0.068 0.037 -0.004
H 5.010 -2.804 0.410 -0.031 -0.008 -0.021
H 3.307 -2.389 0.689 0.051 0.023 -0.009
H 4.570 -1.506 1.534 0.019 -0.016 -0.016
H 2.191 0.224 4.215 -0.065 0.005 -0.009
H -0.012 -0.048 5.417 -0.001 0.014 -0.066
H -2.114 -0.321 4.047 0.051 -0.010 0.009
H -1.071 -2.501 -1.414 0.015 -0.050 0.069
H -0.362 -1.087 -2.131 0.469 0.429 0.021
H -1.074 -2.283 -3.172 -0.036 -0.049 0.013
H -3.125 -1.875 -4.037 -0.015 0.055 0.100
H -5.385 -0.865 -3.974 0.048 0.024 0.041
H -6.076 0.439 -1.989 0.103 -0.036 0.015
H -5.551 1.613 -0.024 0.119 -0.020 -0.006
H -3.950 1.493 0.760 0.072 0.138 0.006
H -5.105 0.219 0.975 -0.033 -0.019 0.033
C -0.186 5.531 -4.915 -0.007 0.018 -0.028
C -1.225 4.611 -4.280 0.102 0.034 -0.047
C -0.588 3.375 -3.655 -0.127 0.106 -0.001
C -1.593 2.454 -2.980 -0.103 0.414 0.058
N -2.349 3.087 -1.894 -0.012 -0.373 -0.205
C -1.950 3.339 -0.644 0.014 0.215 0.023
S -0.396 3.009 -0.005 0.089 -0.363 -0.257
N -2.840 3.992 0.110 0.055 -0.037 0.412
C -2.722 4.269 1.546 -0.115 0.012 -0.128
C -3.693 5.371 1.968 0.054 0.057 -0.218
C -3.195 6.800 1.724 0.053 -0.112 -0.130
C -2.894 7.146 0.263 -0.036 -0.053 0.065
H -0.654 6.404 -5.377 0.047 -0.075 0.047
H 0.379 5.005 -5.691 -0.038 0.049 0.068
H 0.526 5.887 -4.166 -0.041 -0.029 -0.064
H -1.953 4.301 -5.037 -0.027 0.013 0.039
H -1.774 5.162 -3.511 -0.027 -0.007 -0.026
H 0.167 3.678 -2.927 0.054 -0.011 0.024
H -0.078 2.794 -4.432 0.017 0.013 0.072
H -1.100 1.579 -2.598 0.243 -0.550 0.237
H -2.334 2.112 -3.702 -0.070 -0.041 0.016
H -3.342 3.159 -2.054 -0.005 0.026 -0.054
H -3.753 4.141 -0.287 -0.100 0.109 -0.036
H -1.699 4.565 1.758 0.103 0.031 -0.014
H -2.915 3.353 2.106 -0.019 -0.078 0.005
H -3.892 5.245 3.033 -0.026 -0.003 0.008
H -4.653 5.222 1.455 0.011 -0.014 0.080
H -2.291 6.954 2.323 -0.047 0.046 -0.004
H -3.949 7.491 2.105 0.007 0.020 0.048
H -2.030 6.593 -0.114 -0.063 0.003 0.006
H -2.675 8.211 0.157 -0.012 -0.086 0.015
H -3.751 6.919 -0.382 0.072 0.028 0.050